1.
{"formula": "C8H17N5O3", "method": "ωB97M-V/def2-TZVPD", "elements": ["C", "C", "C", "C", "C", "C", "C", "C", "H", "H", "H", "H", "H", "H", "H", "H", "H", "H", "H", "H", "H", "H", "H", "H", "H", "N", "N", "N", "N", "N", "O", "O", "O"], "xyz": [[2.954, 0.846, -0.700], [2.343, -0.545, -0.499], [0.193, -1.822, -0.459], [-1.162, -1.772, -1.211], [0.032, -2.145, 1.013], [-0.131, -1.014, 2.000], [-1.290, 0.007, 1.736], [-1.345, 1.614, -0.160], [2.609, 2.781, -0.028], [1.266, 1.988, -0.492], [3.985, 0.832, -0.283], [3.069, 1.027, -1.779], [0.470, 0.273, -1.189], [0.798, -2.586, -0.975], [0.936, -2.728, 1.284], [-0.831, -2.832, 1.124], [0.791, -0.407, 2.026], [-0.276, -1.518, 2.970], [-2.132, -0.528, 1.270], [-1.596, 0.459, 2.689], [0.199, 1.340, 0.999], [-1.162, 2.498, -1.841], [-3.143, 1.730, 0.669], [-3.166, 2.183, -0.955], [-2.105, -0.962, -2.662], [2.153, 1.870, -0.048], [0.992, -0.592, -0.758], [-0.799, 1.135, 0.975], [-0.577, 2.095, -1.088], [-2.715, 1.603, -0.243], [3.016, -1.496, -0.215], [-2.137, -2.474, -0.970], [-1.240, -0.861, -2.199]], "smiles": "[H]/N=C(\\N)NCCC[C@H](NC(=O)CN)C(=O)O", "de_lowest_kcal_mol": 17.64, "gap_ev": 9.41, "homo_ev": -8.925, "charge": 0}

***

2.
{"formula": "C7H5NO3S", "method": "ωB97M-V/def2-TZVPD", "elements": ["C", "C", "C", "C", "C", "C", "C", "N", "O", "O", "O", "S", "H", "H", "H", "H", "H"], "xyz": [[1.134, 1.338, -0.349], [1.262, 1.410, 1.004], [-0.438, -0.261, 1.266], [0.319, 0.322, -0.924], [0.491, 0.581, 1.810], [-0.442, -0.518, -0.078], [-0.689, -0.312, -2.904], [-1.332, -3.042, -0.799], [-1.189, -0.343, -3.959], [0.260, 0.320, -2.300], [0.631, 0.778, 3.130], [-1.737, -1.528, -0.860], [1.723, 2.048, -1.029], [1.840, 2.116, 1.437], [-0.978, -0.883, 1.946], [-2.110, -3.534, -0.688], [1.254, 1.509, 3.295]], "de_lowest_kcal_mol": 96.48, "gap_ev": [7.39, 7.39], "homo_ev": [-7.649, -7.649], "charge": 0}

***

3.
{"formula": "C3H5NOS", "method": "ωB97M-V/def2-TZVPD", "elements": ["C", "C", "C", "N", "O", "S", "H", "H", "H", "H", "H"], "xyz": [[-0.855, 0.557, -0.107], [0.272, 1.076, 0.371], [-0.681, -0.934, -0.399], [1.162, 0.024, 0.645], [0.499, -1.173, 0.376], [2.677, -0.019, -0.286], [-1.763, 1.008, -0.240], [0.672, 2.100, 0.718], [-1.391, -1.530, 0.114], [-0.253, -1.190, -1.337], [3.073, -1.088, 0.464]], "de_lowest_kcal_mol": 76.94, "gap_ev": [5.23, 7.04], "homo_ev": [-4.480, -9.061], "s_squared": 2.01, "spin_multiplicity": 3, "charge": 0}

***

4.
{"formula": "C7H10S", "method": "ωB97M-V/def2-TZVPD", "elements": ["C", "C", "C", "C", "C", "C", "C", "H", "H", "H", "H", "H", "H", "H", "H", "H", "H", "S"], "xyz": [[-2.032, 0.227, -0.139], [-0.040, -1.717, 0.534], [1.419, -1.343, 0.235], [1.820, -0.235, -0.392], [0.958, 0.892, -0.920], [0.156, 1.538, 0.166], [-1.144, 1.356, 0.391], [-2.711, -0.001, 0.669], [-2.635, 0.550, -0.979], [-0.285, -1.386, 1.555], [-0.021, -2.826, 0.533], [2.189, -1.972, 0.691], [2.858, -0.107, -0.494], [0.262, 0.593, -1.696], [1.602, 1.605, -1.414], [0.672, 2.122, 0.934], [-1.776, 2.035, 1.014], [-1.291, -1.330, -0.687]], "smiles": "C1=C\\CSC/C=C\\C/1", "de_lowest_kcal_mol": 35.89, "gap_ev": 9.31, "homo_ev": -8.385, "charge": 0}

***

5.
{"formula": "C42H33BrN4O5RhS3", "method": "ωB97M-V/def2-TZVPD", "elements": ["Rh", "C", "C", "C", "C", "C", "C", "C", "C", "N", "C", "O", "C", "C", "C", "C", "C", "N", "C", "O", "N", "C", "C", "C", "C", "C", "C", "C", "C", "H", "H", "H", "H", "H", "H", "H", "H", "H", "H", "H", "H", "H", "H", "H", "H", "H", "H", "H", "H", "H", "O", "C", "C", "C", "C", "C", "S", "C", "C", "C", "C", "S", "C", "C", "C", "C", "S", "H", "H", "H", "H", "H", "H", "H", "H", "H", "Br", "C", "C", "N", "C", "C", "C", "C", "O", "O", "H", "H", "H"], "xyz": [[-0.517, -0.457, 0.068], [-1.467, -3.133, -0.933], [-0.826, -3.097, -2.287], [-1.254, -4.017, -3.231], [-0.773, -3.993, -4.528], [0.079, -2.971, -4.903], [0.529, -2.027, -3.989], [1.375, -0.891, -4.486], [0.160, -2.152, -2.627], [0.714, -1.332, -1.647], [2.016, -1.022, -1.611], [2.946, -1.595, -2.175], [2.307, 0.160, -0.735], [3.563, 0.738, -0.667], [3.732, 1.862, 0.127], [2.660, 2.354, 0.858], [1.443, 1.707, 0.758], [1.297, 0.665, -0.046], [0.245, 2.097, 1.572], [0.314, 3.033, 2.357], [-0.834, 1.342, 1.309], [-1.938, 1.321, 2.180], [-1.760, 1.007, 3.546], [-0.408, 0.659, 4.089], [-2.861, 0.994, 4.391], [-4.134, 1.252, 3.914], [-4.311, 1.530, 2.569], [-3.236, 1.580, 1.691], [-3.478, 1.919, 0.253], [-1.100, -3.957, -0.318], [-2.548, -3.221, -1.038], [-1.270, -2.196, -0.398], [-1.993, -4.756, -2.941], [-1.099, -4.734, -5.247], [0.400, -2.894, -5.936], [1.187, -0.726, -5.548], [2.435, -1.107, -4.344], [1.154, 0.032, -3.945], [4.367, 0.297, -1.238], [4.696, 2.350, 0.177], [2.738, 3.217, 1.503], [0.161, 0.076, 3.364], [-0.501, 0.077, 5.007], [0.161, 1.566, 4.303], [-2.715, 0.772, 5.442], [-4.983, 1.249, 4.586], [-5.307, 1.730, 2.191], [-4.505, 2.252, 0.106], [-3.315, 1.050, -0.382], [-2.799, 2.698, -0.097], [0.604, -1.412, 1.578], [0.398, -2.559, 2.316], [-1.077, -2.909, 2.432], [-1.704, -4.073, 2.750], [-3.120, -3.929, 2.835], [-3.532, -2.662, 2.580], [-2.206, -1.615, 2.263], [0.977, -2.318, 3.721], [2.135, -1.659, 3.993], [2.447, -1.636, 5.379], [1.518, -2.282, 6.130], [0.245, -2.911, 5.164], [1.191, -3.734, 1.718], [1.799, -3.730, 0.504], [2.572, -4.897, 0.251], [2.541, -5.773, 1.285], [1.580, -5.184, 2.587], [-1.180, -5.004, 2.912], [-3.786, -4.747, 3.070], [-4.536, -2.266, 2.582], [2.725, -1.201, 3.212], [3.329, -1.165, 5.790], [1.484, -2.416, 7.200], [1.680, -2.914, -0.185], [3.130, -5.051, -0.662], [3.023, -6.734, 1.373], [0.261, 4.004, -6.428], [0.089, 3.309, -4.664], [0.858, 3.846, -3.643], [0.742, 3.433, -2.388], [-0.123, 2.455, -2.123], [-0.888, 1.824, -3.091], [-0.791, 2.280, -4.399], [-1.835, 0.664, -2.798], [-2.644, 0.370, -3.669], [-1.715, 0.073, -1.675], [1.580, 4.630, -3.840], [-0.223, 2.174, -1.085], [-1.400, 1.817, -5.163]], "gap_ev": 6.17, "homo_ev": -5.375, "charge": -1}

***

6.
{"formula": "C30H34AsN11O10S4W", "method": "ωB97M-V/def2-TZVPD", "elements": ["W", "C", "N", "C", "C", "N", "N", "C", "N", "N", "H", "H", "H", "H", "H", "H", "H", "H", "H", "H", "H", "O", "C", "C", "C", "C", "C", "C", "C", "O", "N", "N", "C", "S", "C", "C", "S", "H", "H", "H", "H", "H", "H", "H", "H", "H", "N", "C", "C", "C", "C", "C", "C", "S", "O", "O", "N", "C", "N", "C", "C", "C", "N", "H", "H", "H", "H", "H", "H", "H", "H", "H", "O", "As", "O", "O", "C", "C", "C", "C", "C", "C", "S", "O", "O", "O", "H", "H", "H", "H", "H"], "xyz": [[0.086, 0.201, 0.038], [-1.410, -4.343, 3.234], [-1.174, -2.912, 3.161], [-2.280, -2.111, 3.649], [-0.386, -2.396, 2.170], [-0.640, -1.280, 1.533], [0.761, -3.110, 1.920], [1.622, -2.952, 0.856], [2.717, -3.773, 0.896], [1.300, -2.186, -0.120], [-1.855, -4.573, 4.199], [-0.492, -4.917, 3.140], [-2.096, -4.660, 2.443], [-2.582, -2.507, 4.617], [-3.140, -2.143, 2.973], [-1.949, -1.083, 3.793], [-1.511, -0.876, 1.876], [1.036, -3.778, 2.624], [3.080, -4.078, 1.785], [3.427, -3.605, 0.200], [1.988, -2.196, -0.871], [0.952, -2.376, -4.658], [2.026, -1.592, -4.475], [3.095, -1.728, -5.358], [4.235, -0.959, -5.221], [4.332, -0.029, -4.193], [3.291, 0.105, -3.302], [2.130, -0.667, -3.418], [1.116, -0.546, -2.381], [1.396, 0.132, -1.281], [0.010, -1.241, -2.442], [-0.786, -1.171, -1.309], [-1.911, -1.901, -1.440], [-2.683, -2.618, -0.021], [-4.191, -2.913, -1.048], [-3.721, -3.637, -2.288], [-2.131, -2.895, -2.878], [0.278, -2.150, -3.986], [3.000, -2.449, -6.156], [5.048, -1.075, -5.923], [5.218, 0.583, -4.096], [3.332, 0.814, -2.490], [-4.621, -1.937, -1.278], [-4.893, -3.510, -0.470], [-4.437, -3.569, -3.103], [-3.513, -4.685, -2.071], [0.288, 7.729, -0.310], [0.056, 6.499, -0.884], [1.126, 5.645, -1.170], [0.893, 4.415, -1.751], [-0.400, 4.033, -2.055], [-1.466, 4.881, -1.824], [-1.238, 6.113, -1.245], [-0.658, 2.376, -2.609], [0.597, 1.862, -3.083], [-1.763, 2.289, -3.519], [-0.976, 1.455, -1.255], [-2.199, 1.492, -0.711], [-2.352, 0.503, 0.230], [-3.563, 0.468, 0.839], [-4.572, 1.355, 0.529], [-4.295, 2.312, -0.440], [-3.114, 2.378, -1.054], [1.173, 7.852, 0.152], [-0.495, 8.184, 0.131], [2.132, 5.954, -0.924], [1.693, 3.729, -1.982], [-2.458, 4.547, -2.080], [-2.062, 6.783, -1.045], [-3.701, -0.316, 1.574], [-5.534, 1.293, 1.011], [-5.012, 3.059, -0.749], [0.297, 0.084, 3.638], [1.733, 0.625, 2.628], [2.904, -0.114, 3.526], [1.645, -0.037, 1.117], [1.917, 2.546, 2.922], [2.945, 3.059, 3.712], [3.072, 4.424, 3.867], [2.180, 5.308, 3.205], [1.173, 4.814, 2.415], [1.006, 3.434, 2.294], [0.051, 2.679, 1.082], [-0.985, 3.542, 0.618], [1.002, 2.163, 0.076], [-0.521, 1.401, 1.635], [0.633, -0.063, 4.532], [3.632, 2.351, 4.168], [3.865, 4.829, 4.473], [2.320, 6.373, 3.304], [0.488, 5.447, 1.872]], "de_lowest_kcal_mol": 72.94, "gap_ev": [5.55, 7.64], "homo_ev": [-5.687, -7.844], "s_squared": 2.03, "spin_multiplicity": 3, "charge": 0}